[1]
C5H11NO2 as an isolated structure in a non-equilibrium geometry, computed with ωB97M-V with the def2-TZVPD basis set.

```
! wB97M-V def2-TZVPD RIJCOSX def2/J DEFGRID3
* xyz -1 2
O -0.47062 -0.89760 3.12914
O 1.23888 0.26615 3.88133
N 1.17615 -1.60994 0.01524
C 0.67965 -0.51218 -0.88487
C 0.73113 0.99767 -0.56990
C -0.07676 -1.91956 0.21430
C 0.76343 -0.64125 3.14512
C -1.55955 1.78205 -1.63415
H 1.37532 1.49075 -1.29466
H 1.44281 -1.16596 2.45215
H -0.56514 -2.59451 -0.51729
H -1.37952 2.48567 -2.43593
H -1.97509 0.80951 -1.92629
H -0.24779 -0.68851 -1.50384
H -2.27614 2.11306 -0.87884
H 1.16903 1.15612 0.41907
H -0.73560 -1.61264 1.04077
H 1.22478 -0.74494 -1.82430
H -0.51496 1.28611 -0.82704
*
```

Summary:
expectation value of S²	0.7576
LUMO energy (alpha / beta)	3.347 / 2.438	eV
E_HOMO (alpha / beta)	-3.7 / -3.7	eV

[2]
A 3-piece molecular cluster, CH7NO2 overall in a non-equilibrium geometry, computed with ωB97M-V with the def2-TZVPD basis set.

```
! wB97M-V def2-TZVPD RIJCOSX def2/J DEFGRID3
* xyz 0 1
O 1.14592 0.13780 -1.74311
O 1.91220 1.41604 1.50744
N -0.67652 -0.68837 0.30212
C -1.87278 -0.89084 0.06895
H 0.26776 0.17394 -2.15680
H -2.74990 -1.30476 0.62096
H 1.17006 0.75073 1.44348
H -2.26272 -0.63457 -0.96136
H -0.13226 -0.68430 1.15366
H 2.30293 1.25556 0.63858
H 0.89532 0.46874 -0.87392
*
```

Summary:
LUMO energy	0.721	eV
E_HOMO	-10.0	eV

[3]
A 6-piece molecular cluster, C27H46NO16 overall, computed with ωB97M-V with the def2-TZVPD basis set.

```
! wB97M-V def2-TZVPD RIJCOSX def2/J DEFGRID3
* xyz 1 1
O -1.28317 -5.93400 0.82699
O 2.06802 0.96535 -0.38716
O -3.21700 2.38541 0.71009
O -6.49899 -2.42908 -2.40750
O -1.60740 1.25777 -0.38663
O -1.73049 3.49630 -0.49862
O -2.38406 -6.10998 2.78904
O -2.84730 5.98952 -4.91346
O -4.85126 -1.70818 -1.05059
O 1.81834 1.24225 1.83221
O -3.85024 4.73884 -3.38042
O -6.59964 -2.76374 -0.17967
O 1.91463 3.01357 0.45003
O -1.84927 5.65288 -2.92244
O 7.13266 -5.25336 1.34932
O -0.99536 -4.37926 2.38881
N 5.54573 -2.78422 1.70352
C 5.65271 -3.88287 2.74734
C -0.57749 -4.86435 0.19750
C -3.95077 5.35784 -5.57744
C -2.13382 2.28759 -0.08902
C 1.63282 4.39680 -1.53583
C 0.15950 -2.62480 1.20908
C -4.83971 4.94511 -4.41690
C 3.74239 -1.12659 2.42642
C 1.88456 1.84750 -1.51133
C -5.66284 3.70396 -4.62084
C 1.91699 1.70639 0.73635
C 7.43540 -4.01149 0.74799
C 2.29752 3.18967 -0.93556
C 5.93925 -5.23384 2.11053
C -4.73595 -1.53953 0.37533
C -1.63401 -5.53728 2.07551
C -6.03200 -2.31300 -1.32331
C -0.00549 -4.10880 1.38646
C -2.10543 5.80619 0.13290
C -2.75999 5.48014 -3.67021
C 4.14293 -2.28773 1.49589
C 4.54967 -0.98550 3.71882
C -2.73958 4.47291 -0.14082
C 6.17645 -3.24017 0.41159
C -3.29244 -1.60102 0.78937
C -3.39926 3.77411 1.03477
C -5.63470 -2.65896 0.87128
H -5.09188 -3.60541 0.94661
H -1.61746 6.16745 -0.76854
H -3.42628 4.53071 -0.99003
H 0.87084 -2.40127 0.41101
H -2.87266 6.52419 0.42559
H 5.08550 -5.55111 1.49711
H -6.37019 3.86333 -5.43564
H -2.87659 3.98054 1.97174
H -3.20343 -1.51955 1.87392
H 8.02878 -4.20031 -0.14621
H -5.46003 5.78736 -4.09830
H 6.42532 -3.59748 3.46215
H -2.85911 -2.55079 0.46939
H 5.43464 -3.84482 -0.11049
H 4.70397 -3.92662 3.28148
H 3.38700 3.29144 -0.94993
H 6.39987 -2.35447 -0.18471
H 0.54817 4.32101 -1.45499
H 2.49930 1.51346 -2.34214
H -6.22683 3.46091 -3.72219
H 0.82797 1.83865 -1.78756
H -0.79483 -2.16912 0.95780
H 0.16526 -5.27394 -0.48177
H 0.92578 -4.58613 1.71688
H -6.14372 -2.44919 1.80751
H 3.76027 -0.19730 1.86080
H 4.14917 -0.15699 4.30318
H 6.10083 -1.99491 2.03300
H -5.17065 -0.56656 0.62366
H 3.48687 -3.15427 1.59322
H 4.08122 -1.94881 0.45899
H 1.95517 5.30621 -1.03095
H 5.60287 -0.72493 3.54532
H -3.57634 4.48801 -6.12244
H 4.51873 -1.88524 4.33664
H 1.90416 4.47603 -2.58928
H -5.02301 2.85699 -4.86903
H 0.51188 -2.15809 2.12906
H -1.36976 5.73069 0.93527
H 8.05494 -3.40092 1.42434
H 2.69619 -1.29221 2.68790
H -1.28815 -4.24858 -0.36037
H -2.73042 -0.78904 0.33109
H -4.46001 3.97906 1.14360
H 6.05016 -5.96379 2.91399
H -4.40537 6.06346 -6.26604
*
```

Summary:
LUMO energy	-2.680	eV
E_HOMO	-12.1	eV

[4]
One molecule with the formula C15H13F13N4O in a non-equilibrium geometry, computed with ωB97M-V with the def2-TZVPD basis set.

```
! wB97M-V def2-TZVPD RIJCOSX def2/J DEFGRID3
* xyz 0 1
F 2.33293 6.67641 -2.65926
F -3.06717 2.20304 -1.00255
F 0.00086 6.03741 -1.30498
F 2.98139 4.75247 -3.37610
F 2.25440 6.22647 -4.75829
F 0.52849 4.05519 -4.14608
F -0.64760 4.22505 0.58581
F -2.47996 4.91355 -0.30215
F -1.90769 4.28815 -2.64297
F 1.32960 4.32968 -1.28108
F -3.06568 2.76476 1.08102
F -0.57831 2.67296 -2.14309
F -0.22527 6.06651 -3.88645
O -0.02914 1.64320 0.27501
N 0.61783 -4.55125 1.98241
N -1.86630 0.30255 0.64615
N -1.38126 -0.92883 0.98572
N 1.86206 -4.08120 1.80805
C -2.25002 2.57226 0.01623
C 1.74920 -2.82341 1.44729
C 0.31625 -6.81561 1.09978
C -1.77343 -3.86560 1.86006
C 2.08721 5.71802 -3.54396
C -1.21744 1.43189 0.33203
C 0.27114 4.86628 -1.90443
C 0.37305 -2.45660 1.38017
C 0.43394 -5.93237 2.33964
C -0.31799 -3.62157 1.73488
C 0.63561 5.16188 -3.39372
C -1.57075 3.91977 -0.33796
C -0.95370 3.90803 -1.77531
C -0.12273 -1.16927 1.02524
C 2.93354 -1.97342 1.17023
H 3.83691 -2.55769 1.31825
H -2.09932 -4.63996 1.16665
H 2.90739 -1.60636 0.14527
H -2.29857 -2.94266 1.63777
H -0.45948 -6.02264 2.96193
H 2.94926 -1.11305 1.83757
H 1.20892 -6.71234 0.48860
H -2.88073 0.30599 0.64932
H 0.63228 -0.42284 0.79410
H -0.54764 -6.53314 0.50314
H 1.31038 -6.22775 2.92031
H -2.02354 -4.18829 2.87086
H 0.21109 -7.85568 1.39490
*
```

Summary:
LUMO energy	0.439	eV
E_HOMO	-8.5	eV

[5]
One molecule with the formula C5H9NO in a non-equilibrium geometry, computed with ωB97M-V with the def2-TZVPD basis set.

```
! wB97M-V def2-TZVPD RIJCOSX def2/J DEFGRID3
* xyz 0 1
O -3.05411 -0.98769 0.25670
N -1.64722 0.89373 -0.48436
C 0.56791 -0.71187 0.67701
C -2.20900 -0.13574 -0.01640
C 0.94849 -1.34506 -0.79917
C 0.53648 0.89381 0.69784
C -0.39205 1.52309 -0.38741
H 1.59553 1.39068 0.68968
H -0.46347 2.62399 -0.12611
H 1.84683 -0.97895 -1.22147
H 1.09456 -2.47805 -0.48511
H -0.00722 -1.12812 -1.49441
H 0.11403 1.68028 -1.44611
H -0.34492 -1.07321 1.11156
H 0.04252 1.04769 1.71313
H 1.37163 -1.21456 1.31463
*
```

Summary:
LUMO energy	0.750	eV
E_HOMO	-10.1	eV

[6]
A 3-piece molecular cluster, C2H8N3S2 overall in a non-equilibrium geometry, computed with ωB97M-V with the def2-TZVPD basis set.

```
! wB97M-V def2-TZVPD RIJCOSX def2/J DEFGRID3
* xyz 1 1
S 0.41607 -0.54892 -2.22397
S -2.11542 0.76276 0.21755
N -3.66459 -1.39985 -0.20363
N 0.74527 -0.61424 0.90067
N 1.72483 0.23220 0.55540
C -3.15689 -0.38404 0.09439
C 2.31058 1.12745 1.26788
H -0.30948 0.47157 -2.04211
H 3.10663 1.61637 0.80539
H 0.56725 -0.73060 1.86068
H 2.19142 1.04164 2.35989
H -4.47064 -1.83213 -0.42975
H 0.95065 0.39449 -3.03501
H 1.83813 0.27887 -0.43606
H -0.13378 -0.41557 0.30869
*
```

Summary:
LUMO energy	-4.632	eV
E_HOMO	-13.2	eV

[7]
C34H25F5GeN2O2SSm as an isolated structure in a non-equilibrium geometry, computed with ωB97M-V with the def2-TZVPD basis set.

```
! wB97M-V def2-TZVPD RIJCOSX def2/J DEFGRID3
* xyz 1 6
Sm 2.10308 0.41598 -2.83986
Ge -0.80339 -0.09465 1.86339
S 2.48348 -2.07704 -2.12310
F 4.27360 -0.36884 -3.92733
F 6.31369 -0.97834 1.10067
F 7.51459 0.65283 -0.71100
F 4.02244 -2.23895 0.41947
F 6.52450 0.88049 -3.24555
O 2.75077 1.49710 -0.86691
O 1.10235 2.26744 -1.97709
N -2.08955 -1.35708 -3.01082
N -0.15132 -0.32075 -3.32090
C 0.44094 2.47583 5.62369
C -4.07548 1.43194 -0.34385
C 4.77559 -0.56587 -2.65639
C -0.34813 -1.98089 1.85504
C -0.53763 -4.16025 0.89996
C -0.76674 -1.44664 -2.93536
C -1.34924 1.43408 4.36095
C -2.80800 1.17037 0.15374
C 0.65833 -4.55437 1.48580
C -0.90598 2.24133 5.43353
C 4.62238 -1.45527 -0.45512
C 0.37284 0.60113 0.43866
C 1.41402 -3.59396 2.19776
C -1.12106 1.82360 -4.25811
C -1.03527 -2.86357 1.07417
C -2.41274 -0.09449 -3.49321
C 4.04469 -1.29407 -1.74564
C -3.54037 1.79468 -4.29703
C -2.34364 2.43604 -4.59472
C 0.95618 1.07726 3.77649
C -3.72913 -0.59054 1.55363
C -3.63899 0.50256 -3.78568
C 0.90113 -2.32001 2.36041
C 0.81010 2.09005 0.41180
C -4.95530 -0.39464 0.95185
C 5.78685 -0.80704 -0.12575
C 6.41917 -0.00749 -1.06331
C -5.12575 0.59063 0.00850
C -1.18895 0.52946 -3.70084
C 5.93025 0.09895 -2.37160
C -0.39735 0.82392 3.51875
C 1.37978 1.91621 4.78662
C -2.63132 0.19730 1.17024
C 1.65530 2.08735 -0.82180
H 2.37128 -3.88818 2.57859
H -2.34833 3.44041 -5.04037
H 1.00795 -5.55993 1.35017
H 1.46293 -1.65782 3.00301
H -2.43100 1.26297 4.18423
H -0.25140 -2.34130 -2.63474
H -2.75211 -2.07283 -2.79555
H 0.76481 3.14627 6.40406
H -3.60301 -1.34374 2.32683
H -0.17214 2.28776 -4.46819
H -4.42872 2.36223 -4.47052
H -1.65329 2.59025 6.12940
H -5.81320 -1.02886 1.23466
H -2.00391 -2.58074 0.61171
H -6.10541 0.72671 -0.43935
H 1.30924 2.35444 1.35706
H 1.74309 0.63351 3.14313
H -1.97853 1.69551 -0.25975
H -4.62343 0.03657 -3.62970
H -0.07326 2.75669 0.39719
H -0.13412 0.26833 -0.48586
H -4.18701 2.23624 -1.06973
H -1.09797 -4.87528 0.28790
H 2.43294 2.09548 4.92741
H 1.26393 -0.01645 0.58426
*
```

Summary:
expectation value of S²	8.7685
LUMO energy (alpha / beta)	-4.271 / -3.346	eV
E_HOMO (alpha / beta)	-11.4 / -11.4	eV

[8]
C11H8F6NO9S5W as an isolated structure, computed with ωB97M-V with the def2-TZVPD basis set.

```
! wB97M-V def2-TZVPD RIJCOSX def2/J DEFGRID3
* xyz 1 1
W 0.53540 0.38569 -0.26038
S 1.60144 1.74052 -1.82935
S 4.02753 -1.56333 2.25643
S 2.85420 0.24632 -4.10357
S 1.81825 0.16892 2.70365
S 1.39638 -1.12838 -1.86399
F 3.78987 -3.49925 0.54007
F 2.34378 2.06102 4.38107
F 1.89469 -2.72226 1.23821
F 1.75812 2.75382 2.41132
F 3.08003 -4.00405 2.52139
F 3.73858 1.92895 2.72513
O 1.81665 0.33622 1.09858
O 0.47815 0.10488 3.16031
O -1.14208 0.44536 -1.83844
O 4.34910 -0.77816 1.11010
O -0.60549 1.65614 0.46356
O -0.53690 -1.02493 0.33431
O -2.37446 2.23586 1.73120
O -2.28688 -1.74615 1.54358
O 4.99293 -2.00800 3.18909
N 2.79487 -0.88055 3.10759
C -2.75078 -0.46369 -0.46208
C 3.14249 -3.06215 1.60650
C -2.00652 1.72987 0.74035
C -3.07193 1.21736 -2.89635
C -2.08881 -0.67783 -1.83373
C 2.02119 0.26093 -2.75046
C 2.47656 1.86749 3.08835
C -2.80086 1.11534 -0.38369
C -2.14937 1.50367 -1.72369
C -1.92532 -1.14762 0.60129
C -3.03011 -0.32698 -2.97273
H -4.00358 -0.79423 -2.83712
H -1.53627 -1.60593 -1.94063
H -2.62010 -0.66967 -3.91977
H -4.06883 1.61669 -2.71962
H -3.75288 -0.88125 -0.39696
H -1.65302 2.46971 -1.73467
H -2.68123 1.67315 -3.80298
H -3.82476 1.46646 -0.28186
*
```

Summary:
LUMO energy	-6.650	eV
E_HOMO	-12.7	eV

Number 1: electronic energy -402.1090 a.u.. Number 2: electronic energy -247.4677 a.u.. Number 3: electronic energy -2314.8546 a.u.. Number 4: electronic energy -2171.9178 a.u.. Number 5: electronic energy -325.8493 a.u.. Number 6: electronic energy -1041.2968 a.u.. Number 7: electronic energy -5202.8779 a.u.. Number 8: electronic energy -3812.8592 a.u..